Entry 1:
This record from the OMol25 dataset describes C4H6N2O12S3Zn as an isolated structure in a non-equilibrium geometry. The level of theory is ωB97M-V with the def2-TZVPD basis set.

Each line ends with the Mulliken spin population.
Geometry (Å):
Zn -18.32149 8.59168 28.60887  0.00
S -15.77375 8.45053 28.99353  0.00
O -15.08051 9.26947 27.98686  0.01
O -14.78653 7.79299 29.97931  0.00
O -16.82310 9.14784 29.69473  0.00
O -16.62179 7.46374 28.32404  0.00
S -17.48258 10.80712 26.36257  -0.06
O -18.14427 9.89036 27.22892  0.03
O -16.74792 11.71148 27.21638  0.46
O -16.34210 10.18069 25.73854  0.51
O -18.35664 11.44715 25.42961  0.04
S -18.59804 6.15953 30.61399  0.00
O -19.72840 5.51022 31.29290  0.00
O -19.02403 7.43522 29.97627  0.00
O -17.66229 6.41242 31.64730  0.00
O -18.01675 5.30500 29.58365  0.00
C -18.87764 11.96462 31.25042  0.00
C -19.29934 10.89070 30.32974  0.00
N -19.68198 10.11051 29.65128  0.00
H -19.24771 11.74801 32.25253  0.00
H -19.05573 12.93548 30.78800  0.00
H -17.79768 11.88678 31.12493  0.00
C -20.63071 5.12685 26.88715  0.00
C -19.98657 6.44455 26.99677  0.00
N -19.40616 7.47428 27.06964  0.00
H -20.52060 4.67114 27.87117  0.00
H -20.15133 4.47727 26.15480  0.00
H -21.71274 5.13012 26.75552  0.00

Summary:
- Net charge: -3
- E_LUMO (spin up / spin down): 6.76 / 6.29 eV
- E_tot: -4142.17264 Ha
- Kohn-Sham gap (spin up / spin down): 4.40 / 3.92 eV
- HOMO level (spin up / spin down): 2.36 / 2.36 eV
- Spin multiplicity: 2
- F_max: 6.676 eV Å⁻¹

Entry 2:
This record from the OMol25 dataset describes a 2-piece molecular cluster, C4H9ISi overall in a non-equilibrium geometry. The level of theory is ωB97M-V with the def2-TZVPD basis set.

Each line ends with the Mulliken charge.
Geometry (Å):
C -2.52135 -0.51465 -0.62811  -0.68
C -1.27302 -0.09999 -0.89190  0.01
C 0.47813 2.07051 0.79995  -0.94
C 2.47379 -1.78949 -0.55862  -0.93
Si -0.18003 0.32002 0.59602  0.23
I -1.06498 -0.33192 2.85862  -0.19
H -3.30578 -0.71336 -1.30554  0.28
H -2.82932 -0.72114 0.42840  0.03
H -1.17757 0.10696 -1.96939  0.33
H -0.20082 2.73311 1.17231  0.38
H 1.28080 1.89401 1.49731  0.27
H 0.75685 2.38980 -0.28033  0.28
H 2.97446 -1.28550 0.27769  0.33
H 1.90666 -2.79637 -0.52695  0.28
H 2.68218 -1.26199 -1.46947  0.32

Summary:
- Net charge: 0
- E_LUMO (spin up / spin down): 0.14 / -0.48 eV
- E_tot: -744.86371 Ha
- Kohn-Sham gap (spin up / spin down): 7.28 / 8.24 eV
- Energy relative to the best compared isomer or geometry (same formula, charge and spin): 83.2 kcal per mole
- HOMO level (spin up / spin down): -7.14 / -8.72 eV
- F_max: 3.986 eV Å⁻¹

Entry 3:
This record from the OMol25 dataset describes C10H10ClNO2Pd as an isolated structure in a non-equilibrium geometry. The level of theory is ωB97M-V with the def2-TZVPD basis set.

Each line ends with the Mulliken spin population.
Geometry (Å):
C -2.73304 -1.14498 -0.03017  0.31
C -1.72168 -1.24975 -1.07802  0.15
C -1.44266 0.00362 -1.60792  0.25
H -1.28387 -2.17638 -1.47960  0.01
C -1.94415 0.96631 -0.71666  0.23
C -2.91376 0.36129 0.22671  0.08
H -2.98726 0.78124 1.18780  0.01
H -2.72361 -1.87835 0.77963  -0.02
H -0.90962 0.20734 -2.53202  0.01
H -1.64362 2.04088 -0.77099  0.01
Pd -1.52433 -0.49537 1.50110  0.92
Cl 0.42797 -2.43494 1.91876  0.11
C 2.78666 0.01116 0.34150  0.41
C 2.33643 1.25961 -0.27197  -0.09
C 1.89483 0.95323 -1.57966  0.34
H 2.18952 2.18316 0.32985  0.01
C 2.03263 -0.41627 -1.80688  0.09
C 2.57736 -1.02741 -0.66032  0.21
H 2.63199 -2.10106 -0.38805  0.00
H 3.01032 -0.15049 1.44690  0.01
H 1.33601 1.65155 -2.14892  0.02
H 1.59466 -0.97880 -2.58386  0.00
O -0.31894 1.20704 4.40216  0.30
N -0.71342 1.24146 3.23422  0.33
O 0.04158 1.18593 2.28640  0.33

Summary:
- Net charge: 0
- E_LUMO (spin up / spin down): -1.19 / -3.65 eV
- E_tot: -1179.94706 Ha
- Kohn-Sham gap (spin up / spin down): 6.85 / 4.29 eV
- HOMO level (spin up / spin down): -8.04 / -7.95 eV
- Spin multiplicity: 5
- F_max: 4.901 eV Å⁻¹

Entry 4:
This record from the OMol25 dataset describes the molecule C16H22NO5P in a non-equilibrium geometry. The level of theory is ωB97M-V with the def2-TZVPD basis set.

Each line ends with the Mulliken charge.
Geometry (Å):
C 2.29819 3.54062 -2.06009  -1.19
C 1.11592 2.92001 -1.33365  -0.31
O 1.55051 1.80101 -0.56850  -0.16
P 1.12346 1.65923 0.97760  0.59
O 0.52247 2.87808 1.52536  -0.84
O 2.44885 1.16101 1.72548  -0.30
C 3.21437 2.10412 2.46641  -0.34
C 4.04514 2.99366 1.55900  -0.98
C 0.11218 0.11231 1.03721  0.09
N -0.84537 0.23554 -0.03459  -0.15
C -1.86576 -0.69398 -0.21677  0.45
C -2.47016 -0.79627 -1.46725  -1.00
C -3.53725 -1.64773 -1.68860  -0.36
C -4.02629 -2.43275 -0.65229  0.76
O -5.06920 -3.31381 -0.75392  -0.45
C -5.71861 -3.43376 -1.99355  -0.85
C -3.42277 -2.33996 0.60021  -0.94
C -2.36174 -1.48737 0.81777  0.06
C 1.00406 -1.07512 0.93257  0.41
C 1.18188 -2.17445 1.71989  -0.78
C 2.19825 -2.94177 1.09903  -0.48
C 2.55695 -2.25044 -0.01513  -0.60
O 1.83908 -1.12166 -0.12375  -0.22
H 2.79496 2.78948 -2.66888  0.29
H 3.01666 3.94062 -1.34995  0.25
H 1.94875 4.34527 -2.70132  0.40
H 0.63831 3.64497 -0.66674  0.39
H 0.37457 2.56819 -2.06014  0.29
H 3.84998 1.50453 3.12401  0.35
H 2.53597 2.71775 3.06819  0.33
H 4.70337 3.62122 2.15434  0.45
H 4.64077 2.38611 0.88198  0.28
H 3.38050 3.62715 0.97611  0.15
H -0.40473 0.11147 2.00014  0.44
H -0.40268 0.50352 -0.90440  0.21
H -2.09939 -0.19231 -2.28378  0.36
H -3.97135 -1.68948 -2.67524  0.38
H -6.16706 -2.48516 -2.30801  0.34
H -5.03735 -3.78860 -2.77462  0.33
H -6.50664 -4.17051 -1.84442  0.24
H -3.80527 -2.95517 1.39915  0.42
H -1.91944 -1.44188 1.79951  0.30
H 0.65996 -2.40812 2.62504  0.49
H 2.59850 -3.87446 1.43968  0.44
H 3.27744 -2.45111 -0.78308  0.47

Summary:
- Net charge: 0
- E_LUMO: 0.82 eV
- E_tot: -1395.24721 Ha
- Kohn-Sham gap: 8.34 eV
- Energy relative to the best compared isomer or geometry (same formula, charge and spin): 0.0 kcal per mole
- HOMO level: -7.52 eV
- F_max: 1.150 eV Å⁻¹
- SMILES: CCOP(=O)(OCC)[C@@H](Nc1ccc(OC)cc1)c1ccco1

Entry 5:
This record from the OMol25 dataset describes an isolated ion of composition C4H8NO3 and charge -1 in a non-equilibrium geometry. The level of theory is ωB97M-V with the def2-TZVPD basis set.

Each line ends with the Mulliken charge.
Geometry (Å):
C -0.45011 1.06724 0.86098  -1.21
C 0.12587 0.10808 -0.18047  0.23
C 1.54590 -0.27558 0.19532  -0.66
O 2.46009 0.81958 0.03984  -0.52
N -0.66213 -1.09694 -0.29931  -0.38
C -1.86685 -1.08929 -1.08183  0.46
O -2.08178 -0.02540 -1.69686  -0.72
O -2.46101 -2.18797 -1.11402  -0.78
H 0.17995 1.04815 1.77004  0.29
H -0.37896 2.12259 0.59868  0.26
H -1.46457 0.75291 1.09634  0.39
H 0.16832 0.57530 -1.15910  0.43
H 1.91980 -1.14140 -0.35323  0.33
H 1.63503 -0.53376 1.25888  0.30
H 2.03019 1.50992 -0.47614  0.33
H -0.69974 -1.65342 0.54089  0.24

Summary:
- Net charge: -1
- E_LUMO: 3.54 eV
- E_tot: -437.75460 Ha
- Kohn-Sham gap: 7.59 eV
- Energy relative to the best compared isomer or geometry (same formula, charge and spin): 31.9 kcal per mole
- HOMO level: -4.05 eV
- F_max: 1.133 eV Å⁻¹
- SMILES: C[C@@H](CO)NC(=O)[O-]

Entry 6:
This record from the OMol25 dataset describes C4H10N2O as an isolated structure in a non-equilibrium geometry. The level of theory is ωB97M-V with the def2-TZVPD basis set.

Each line ends with the Mulliken charge.
Geometry (Å):
C 1.20766 0.11294 -0.19760  -0.20
C -1.80839 -0.88069 0.54594  -0.87
C 1.26375 -0.59840 1.13499  -1.26
C -0.37578 0.73246 -0.54223  0.80
N -0.24647 1.94205 -1.21638  -0.56
O 0.46898 -0.57217 -1.52094  -0.54
N -1.41918 0.42396 0.07707  -0.55
H -1.14410 2.27142 -1.54439  0.30
H 0.43812 1.91494 -1.95862  0.22
H 1.70096 1.08610 -0.27290  0.40
H 1.87045 -0.42877 -0.93597  0.37
H -1.64152 -0.98684 1.62143  0.27
H -1.27869 -1.68119 0.02327  0.32
H -2.87982 -1.00351 0.37324  0.30
H 2.28900 -0.61146 1.50768  0.38
H 0.63190 -0.09324 1.86685  0.30
H 0.92312 -1.62760 1.03858  0.32

Summary:
- Net charge: 0
- E_LUMO (spin up / spin down): -0.10 / -0.10 eV
- E_tot: -342.94648 Ha
- Kohn-Sham gap (spin up / spin down): 8.26 / 8.26 eV
- Energy relative to the best compared isomer or geometry (same formula, charge and spin): 160.0 kcal per mole
- HOMO level (spin up / spin down): -8.36 / -8.36 eV
- F_max: 2.172 eV Å⁻¹

Molar mass across the listed records, respectively: 435.7; 212.1; 318.1; 339.3; 118.1; 102.1 g mol⁻¹.